Entry from the Open Molecules 2025 dataset: C5H20FeN10O9S as an isolated structure in a non-equilibrium geometry (ωB97M-V/def2-TZVPD).

The calculation puts the energy relative to the best compared isomer or geometry (same formula, charge and spin) at 60.92 kJ/mol. As for the gap between HOMO and LUMO (alpha / beta): 0.1074 / 0.1990 Eh. The molar mass is 452.2 g mol⁻¹. As for the multiplicity: 9. For the total energy, the calculation gives -3089.0857 a.u. The maximum force comes out at 5.0 eV/Å.

Positions of all 46 atoms, in Å:
Fe: -0.051 0.225 0.293
S: 1.635 2.363 -1.732
O: 1.701 3.622 -1.004
O: 0.875 2.515 -2.983
O: 2.989 1.850 -1.961
O: 0.861 1.415 -0.867
C: 2.933 -0.760 0.791
O: 1.837 -0.312 1.157
N: 3.397 -1.913 1.317
N: 3.779 -0.148 -0.081
H: 4.275 -2.323 1.063
H: 2.897 -2.112 2.171
H: 3.416 0.675 -0.570
H: 4.620 -0.622 -0.346
C: -1.318 -2.197 2.013
O: -1.082 -1.069 1.451
N: -0.778 -3.421 1.619
N: -1.876 -2.382 3.244
H: -0.139 -3.509 0.824
H: -1.283 -4.311 1.843
H: -2.023 -3.239 3.760
H: -2.002 -1.519 3.778
C: -2.300 1.230 -1.674
O: -1.765 0.504 -0.816
N: -1.674 2.157 -2.390
N: -3.616 1.099 -2.055
H: -2.130 2.561 -3.186
H: -0.659 2.309 -2.366
H: -4.106 0.369 -1.562
H: -4.003 1.765 -2.688
C: 0.621 -1.909 -1.906
O: 0.386 -1.618 -0.718
N: 0.701 -3.170 -2.351
N: 0.999 -1.001 -2.833
H: 0.682 -3.934 -1.692
H: 0.768 -3.318 -3.338
H: 1.272 -1.297 -3.750
H: 1.169 -0.040 -2.573
C: -1.042 2.355 2.317
O: -0.274 1.504 1.859
N: -0.890 2.942 3.515
N: -2.161 2.750 1.670
H: -1.421 3.676 3.937
H: -0.131 2.511 4.024
H: -2.829 3.399 2.036
H: -2.262 2.327 0.761

Results of the natural (NBO) charge analysis, in e, for atoms 1 through 8: number 1, Fe, carries 2.001; number 2, S, carries 2.597; number 3, O, carries -1.016; number 4, O, carries -1.036; number 5, O, carries -1.034; number 6, O, carries -1.097; number 7, C, carries 0.816; number 8, O, carries -0.756